# 1
This record from the Open Molecules 2025 dataset describes C28H22BrFN3O6OsS3 as an isolated structure. The level of theory is ωB97M-V/def2-TZVPD.

Output
E_HOMO (spin up / spin down): -3.470 / -6.341 eV
Spin multiplicity: 5
Charge: -1
Gap between HOMO and LUMO (spin up / spin down): 5.54 / 7.10 eV
DFT total energy: -153881.8132 eV

CARTESIAN COORDINATES (ANGSTROEM)
Os (-0.432478, 1.851073, -0.088268)
S (-2.696474, 1.535653, 0.171120)
C (-3.330773, 2.309552, -1.270488)
C (-4.675159, 1.957390, -1.629907)
N (-5.741866, 1.645565, -1.927289)
C (-2.603909, 3.190905, -1.996189)
S (-0.959484, 3.562048, -1.552990)
C (-3.162489, 3.888811, -3.118595)
N (-3.610133, 4.468809, -4.005122)
F (5.274615, 0.978840, -1.311890)
C (3.993535, 1.392313, -0.965409)
C (3.767300, 1.020839, 0.465167)
C (3.264693, 1.884585, 1.338043)
C (2.933963, 3.261277, 0.958479)
C (2.236302, 4.064134, 1.767936)
C (3.393450, 3.710262, -0.360810)
C (3.899652, 2.859439, -1.244823)
H (3.991395, -0.006362, 0.723028)
H (3.067003, 1.583567, 2.358533)
H (1.989164, 5.076039, 1.475294)
H (1.881683, 3.718317, 2.729957)
H (3.283739, 4.760387, -0.602443)
H (4.238382, 3.169153, -2.224692)
C (-4.718311, -2.819368, 0.727146)
C (-3.237797, -2.879921, 0.979709)
C (-2.352035, -2.285012, 0.086776)
C (-0.990978, -2.272943, 0.333289)
C (-0.506912, -2.869496, 1.489131)
C (-1.366624, -3.505017, 2.375614)
C (-2.727694, -3.500835, 2.115910)
S (1.223582, -2.787793, 1.821655)
O (1.554221, -3.916434, 2.644371)
O (1.906407, -2.530759, 0.587120)
N (1.447243, -1.427125, 2.713817)
C (0.611212, -1.172556, 3.886213)
C (0.150252, 0.276106, 3.970018)
C (-0.658851, 0.753409, 2.772121)
O (-1.855943, 0.915469, 2.844439)
O (0.090644, 1.016123, 1.722010)
H (-4.945853, -2.996699, -0.323598)
H (-5.099471, -1.827761, 0.978115)
H (-5.255901, -3.550343, 1.329700)
H (-2.735528, -1.813966, -0.808611)
H (-0.299563, -1.811881, -0.358456)
H (-0.964616, -4.010156, 3.243171)
H (-3.404869, -3.987812, 2.807025)
H (1.479999, -0.639740, 2.070188)
H (1.188947, -1.402394, 4.783958)
H (-0.266284, -1.822120, 3.885614)
H (1.017492, 0.930774, 4.089620)
H (-0.488347, 0.364813, 4.847839)
Br (2.250699, -3.060764, -5.540586)
C (1.238408, -1.878135, -4.439444)
C (-0.146621, -1.874676, -4.579216)
C (-0.871511, -0.989027, -3.778410)
C (-0.242270, -0.160815, -2.880537)
C (1.173351, -0.167582, -2.736296)
C (1.909452, -1.067720, -3.562267)
C (1.833171, 0.695541, -1.856076)
O (3.203760, 0.631632, -1.872374)
O (1.304018, 1.630463, -1.123943)
H (-0.636755, -2.530600, -5.282247)
H (-1.948982, -0.954640, -3.872341)
H (-0.848219, 0.520511, -2.286949)
H (2.984967, -1.103352, -3.491862)

Atoms 1-2, force components in eV/Å:
-0.43 0.37 -0.23
0.19 -0.15 -0.20

---

# 2
This record from the Open Molecules 2025 dataset describes C17H16N5O5SiTl as an isolated structure at a distorted geometry. The level of theory is ωB97M-V/def2-TZVPD.

Output
E_HOMO: -1.190 eV
Spin multiplicity: 1
Charge: -2
Gap between HOMO and LUMO: 5.43 eV
DFT total energy: -48151.3370 eV

CARTESIAN COORDINATES (ANGSTROEM)
Tl (0.069313, 0.218895, -1.233094)
O (4.279199, -1.929108, 3.544001)
C (4.871087, -0.896684, 3.010038)
O (6.063836, -0.677385, 3.152314)
C (4.026270, 0.065316, 2.239078)
C (4.463264, 1.320246, 1.910615)
N (3.458247, 1.917451, 1.251355)
N (2.387097, 1.140017, 1.107405)
C (2.697683, 0.005655, 1.698861)
C (1.692970, -1.129718, 1.683927)
O (1.831693, -1.976405, 2.614627)
O (0.790457, -1.183128, 0.824622)
H (3.273246, -1.999399, 3.222157)
H (5.402935, 1.810292, 2.114389)
H (3.411820, 2.869173, 0.945607)
N (1.076512, 3.760328, -1.520272)
C (0.399150, 3.530131, -0.326238)
O (-0.403317, 2.590088, -0.290403)
C (0.654483, 4.464836, 0.729252)
C (-0.070789, 4.446420, 1.951348)
N (-0.636793, 4.495354, 2.959240)
C (1.697830, 5.410116, 0.591204)
N (2.583766, 6.148237, 0.455601)
H (1.870130, 4.379557, -1.512928)
H (1.095666, 2.972163, -2.146766)
C (-4.056812, 0.247375, -1.251178)
Si (-2.578246, -0.363504, -0.159259)
C (-2.848163, 0.710687, 1.402540)
C (-3.329493, -2.027345, 0.472045)
C (-3.024147, -2.518470, 1.750228)
C (-3.592376, -3.686303, 2.245896)
C (-4.485333, -4.417597, 1.468714)
C (-4.774679, -3.979241, 0.181979)
C (-4.198720, -2.808074, -0.302836)
H (-5.024012, 0.041942, -0.772878)
H (-4.073532, -0.207263, -2.251403)
H (-3.967480, 1.332455, -1.395123)
H (-3.855597, 0.589570, 1.822069)
H (-2.687928, 1.768564, 1.166186)
H (-2.120859, 0.455644, 2.183780)
H (-2.316747, -1.972503, 2.369337)
H (-3.343144, -4.027730, 3.244014)
H (-4.949546, -5.316086, 1.861225)
H (-5.459995, -4.544334, -0.441239)
H (-4.440094, -2.482830, -1.313346)

Atoms 1-2, force components in eV/Å:
-0.15 -0.33 0.19
-1.11 -0.61 -0.23

---

# 3
This record from the Open Molecules 2025 dataset describes a 2-piece molecular cluster, C5H12NS2 overall at a distorted geometry. The level of theory is ωB97M-V/def2-TZVPD.

Output
E_HOMO: -11.966 eV
Spin multiplicity: 1
Charge: +1
Gap between HOMO and LUMO: 8.64 eV
DFT total energy: -28529.1667 eV

CARTESIAN COORDINATES (ANGSTROEM)
C (-0.688877, 1.175303, 0.501836)
C (0.014793, 1.507675, 1.555942)
C (0.596222, -2.448921, -1.142335)
C (0.862398, 1.089017, 2.605789)
C (-1.111649, 1.159893, -1.847154)
N (-1.184319, 0.306976, -0.580243)
S (-0.785175, 2.984914, 0.812256)
S (1.450775, -0.707721, 2.322549)
H (1.267668, -1.688797, -0.840750)
H (0.507891, -2.599674, -2.183473)
H (1.145474, -3.385396, -0.969060)
H (1.650932, 1.745600, 2.915962)
H (0.070609, 0.944950, 3.499116)
H (-0.301620, -2.614446, -0.604346)
H (-1.842422, 1.899873, -1.759275)
H (-0.035030, 1.372581, -2.028818)
H (-1.417081, 0.468788, -2.549222)
H (-0.526390, -0.522661, -0.508729)
H (-2.136329, -0.037166, -0.555334)
H (2.462130, -0.650788, 1.355291)

Atoms 1-2, force components in eV/Å:
-0.37 1.07 1.36
-1.50 -0.83 -3.59